[1]
21
Properties=species:S:1:pos:R:3:forces:R:3 method="wB97M-V/def2-TZVPD" multiplicity=3 lumo_ev="0.659 / -0.930" total_charge=0 homo_energy_ev="-6.9552 / -10.2152"
C 0.12548 -1.18149 0.12443 -1.584 2.235 -1.478
C 1.01536 -0.10540 -0.32202 -1.726 -0.468 1.405
C -0.02143 0.24578 0.73858 0.477 -0.941 0.035
Si 2.78577 0.17048 -0.43445 1.018 0.160 -0.324
Si -2.02174 -1.08051 -2.96888 -0.386 -0.881 -0.274
Si -1.60008 1.21679 0.24348 1.587 -1.868 -1.182
Si 0.47474 0.42684 2.54682 -0.229 0.245 1.780
H -0.70936 -1.57348 -0.45676 0.188 0.462 -0.229
H 0.52458 -1.93169 0.67148 1.427 -2.251 1.971
H 3.42187 -0.75218 -1.43927 -0.113 0.077 0.607
H 3.53930 0.32518 0.88517 -0.432 -0.416 -0.557
H 2.78968 1.47153 -1.04020 0.399 0.927 -0.347
H -3.35000 -0.48981 -2.82158 0.070 0.376 -0.191
H -1.96927 -2.30225 -2.09957 0.443 0.519 -0.414
H -0.88829 -0.40798 -3.66199 -0.291 -0.183 0.510
H -2.51691 1.38985 1.29770 -0.974 -0.051 1.131
H -2.13583 0.14802 -0.78911 0.189 1.591 0.565
H -1.11201 2.56153 -0.05907 -0.196 0.229 -0.671
H -0.74671 0.72782 3.45380 0.424 -0.915 -0.744
H 0.98759 1.77836 2.80978 0.754 0.150 -0.315
H 1.40725 -0.63738 3.32164 -1.044 1.004 -1.277

=====

[2]
61
Properties=species:S:1:pos:R:3:forces:R:3 method="wB97M-V/def2-TZVPD" lumo_ev=0.613 de_lowest_kcal_mol=0.5 total_charge=0 homo_energy_ev=-5.6636
Pd -0.24975 0.33377 0.21625 0.222 -0.027 0.047
C -3.05083 1.86899 0.40059 0.014 0.013 0.023
C -2.76058 1.65868 1.88613 0.009 -0.005 0.004
S -1.00743 1.35376 2.28896 -0.023 -0.007 -0.010
C -1.15741 -0.14922 3.30307 0.010 -0.006 0.001
C -1.78332 -1.38304 2.65543 0.021 0.014 0.006
S -0.99538 -1.91760 1.10327 -0.059 -0.007 0.050
C -2.43696 -2.08409 0.01494 0.036 -0.002 -0.003
C -3.29011 -0.84302 -0.22213 0.001 0.019 0.003
S -2.36640 0.64264 -0.75404 -0.139 0.023 -0.066
H -2.61456 2.80948 0.06194 -0.003 0.004 0.010
H -4.13220 1.93802 0.25892 0.000 -0.012 -0.015
H -3.33752 0.81777 2.27024 -0.009 0.006 0.003
H -3.08978 2.54499 2.43049 -0.003 0.002 -0.006
H -1.70864 0.08898 4.21624 -0.015 -0.001 -0.009
H -0.12666 -0.36063 3.59094 -0.002 -0.006 -0.002
H -2.84163 -1.21681 2.45572 -0.001 -0.002 -0.011
H -1.72717 -2.20085 3.37613 0.013 -0.006 -0.007
H -3.07996 -2.88112 0.39540 -0.001 -0.012 -0.007
H -1.99888 -2.42428 -0.92367 -0.006 -0.021 -0.003
H -3.84941 -0.57739 0.67552 -0.002 0.010 0.000
H -4.02283 -1.08063 -0.99479 -0.003 -0.004 0.001
N -0.50374 -2.45699 -2.82807 0.002 0.005 0.007
C -0.00303 -1.53094 -3.30449 -0.026 0.021 0.002
N 0.61870 -0.49900 -3.87389 0.028 -0.030 0.010
C 0.28202 0.85460 -3.41121 -0.078 -0.047 -0.013
C 1.38447 1.78637 -3.85858 0.056 0.030 -0.040
O 1.56963 1.72889 -5.26903 0.001 -0.001 0.014
C 1.94402 0.42531 -5.66806 -0.009 0.003 0.018
C 0.87126 -0.58884 -5.31289 0.020 0.024 -0.048
H 0.17947 0.83232 -2.32232 0.059 0.047 -0.034
H -0.66884 1.17219 -3.85725 -0.006 0.001 0.022
H 2.32746 1.52709 -3.35963 -0.027 -0.024 0.022
H 1.13121 2.81723 -3.61581 -0.016 -0.002 -0.002
H 2.88816 0.14283 -5.18131 -0.002 0.000 -0.003
H 2.09739 0.45378 -6.74602 -0.002 -0.006 -0.002
H 1.20319 -1.59827 -5.55481 0.008 0.001 0.009
H -0.04230 -0.37258 -5.88014 -0.011 -0.001 0.019
C 4.21578 3.42842 -0.56356 -0.010 0.001 -0.006
C 2.74541 3.60811 -0.89440 -0.006 0.052 0.001
N 2.05328 2.36866 -0.64712 -0.009 -0.043 0.015
C 2.60787 1.12713 -0.76653 0.046 0.014 0.005
N 1.85559 0.10530 -0.52474 -0.090 -0.001 -0.015
C 2.46144 -1.21117 -0.60738 0.015 0.009 -0.041
C 3.47813 -1.27184 -1.73728 0.022 0.005 0.005
C 4.53541 -0.20711 -1.51434 -0.003 -0.014 0.015
N 3.92966 1.06094 -1.13307 -0.018 -0.012 -0.013
C 4.74858 2.24087 -1.34072 0.016 -0.002 0.008
H 4.32504 3.24938 0.50825 0.011 -0.008 -0.003
H 4.78398 4.32220 -0.82308 -0.004 0.004 0.001
H 2.64279 3.93172 -1.93982 0.012 -0.012 -0.003
H 2.30082 4.38557 -0.27225 -0.008 -0.009 -0.001
H 1.09560 2.32720 -0.30286 -0.004 0.018 0.001
H 1.66813 -1.93982 -0.77144 -0.008 0.003 0.022
H 2.94396 -1.46806 0.34552 0.001 -0.006 0.006
H 2.95924 -1.09019 -2.68169 -0.009 0.003 0.000
H 3.95219 -2.25281 -1.79732 -0.006 -0.001 0.010
H 5.11801 -0.04619 -2.42796 0.001 0.008 0.003
H 5.23890 -0.52406 -0.73509 0.005 0.002 -0.002
H 4.80246 2.48571 -2.41169 -0.008 0.008 0.003
H 5.76640 2.00379 -1.01801 -0.004 -0.009 -0.004

=====

[3]
110
Properties=species:S:1:pos:R:3:forces:R:3 method="wB97M-V/def2-TZVPD" lumo_ev=-4.209 total_charge=+1 homo_energy_ev=-9.9077
C -1.76259 7.77041 -3.89264 0.036 -0.393 -0.240
C -1.80768 6.78292 -5.08818 -0.132 0.249 0.470
C -3.02966 5.85176 -5.08856 0.793 -0.346 -0.139
C -3.00396 4.91907 -3.84465 -0.294 0.320 -1.286
N -4.38634 4.77440 -3.35843 0.929 -0.522 0.264
C -4.59055 3.74564 -2.42192 -0.853 0.435 0.122
C -3.85373 2.60016 -2.32903 0.787 -0.110 -0.494
N -4.08630 1.67683 -1.38789 0.165 -0.754 -0.590
C -3.19558 0.49153 -1.33832 0.870 0.208 0.914
C -2.31340 0.57841 -0.07526 -0.003 0.477 -0.128
C -1.69345 1.98022 0.17534 0.344 -0.739 0.248
I -2.33760 2.74758 2.09094 -0.053 0.250 -0.652
C -5.07529 1.81889 -0.52467 -0.720 -0.397 1.044
C -5.86879 2.93173 -0.54082 -0.362 0.225 0.008
C -5.62079 3.89314 -1.48695 -0.515 1.103 -0.191
C -6.43972 5.18317 -1.54782 -0.673 0.489 -0.756
O -7.39030 5.31608 -2.27401 0.946 -0.397 1.053
O -5.98026 6.16739 -0.72742 0.010 -0.743 -0.783
H -2.42114 7.46058 -3.07312 0.050 0.034 -0.120
H -0.74451 7.78935 -3.49621 -0.155 0.332 0.020
H -2.06996 8.77241 -4.19589 0.109 -0.069 0.099
H -1.73967 7.35264 -6.01835 -0.085 -0.205 0.014
H -0.91491 6.14577 -5.04824 -0.111 0.060 -0.091
H -3.98563 6.37394 -5.19234 0.178 0.155 0.285
H -2.92683 5.20924 -5.97269 -0.256 0.125 0.062
H -2.33640 5.31192 -3.07253 -0.358 -0.011 0.141
H -2.56851 3.97496 -4.20552 -0.079 0.014 0.240
H -5.02442 4.69397 -4.14394 -0.183 0.194 0.173
H -3.04376 2.39889 -3.01721 -0.013 -0.095 0.128
H -2.54455 0.54539 -2.20882 -0.289 -0.121 -0.087
H -3.75466 -0.44426 -1.31834 -0.215 0.258 -0.257
H -1.49263 -0.13305 -0.20566 -0.225 -0.070 0.096
H -2.88922 0.29802 0.80919 0.070 -0.244 -0.183
H -0.61635 1.85946 0.25763 -0.104 0.248 0.069
H -1.86092 2.70786 -0.61773 -0.153 0.046 0.251
H -5.28336 1.06196 0.22257 0.481 -0.218 -0.222
H -6.66698 3.03262 0.18336 0.065 0.022 -0.041
H -5.01976 6.03875 -0.69321 -0.013 0.268 0.501
C 3.00962 -2.21594 -3.25133 0.137 0.135 0.034
O 3.43533 -1.02876 -3.89780 -0.255 -0.211 0.055
C 2.84272 -0.82445 -5.17554 0.300 0.295 -0.126
C 1.91307 0.37267 -5.14420 -0.070 -0.150 0.178
N 0.71389 0.08584 -4.35948 -0.015 0.174 -0.019
C -0.10691 1.25605 -4.08326 0.111 -0.227 0.085
C 0.49092 2.35355 -3.20341 -0.346 0.232 -0.018
O 0.70876 1.96362 -1.85767 0.100 -0.056 -0.222
C 1.95684 1.31780 -1.61650 -0.116 -0.060 0.336
H 3.61688 -2.34279 -2.35629 0.034 0.056 -0.020
H 1.95779 -2.15165 -2.94952 -0.044 -0.143 -0.049
H 3.15248 -3.08773 -3.89497 -0.074 -0.030 0.016
H 2.32827 -1.71997 -5.53437 -0.078 0.000 0.122
H 3.65733 -0.60960 -5.87205 -0.025 -0.019 -0.029
H 1.61987 0.62957 -6.16573 -0.033 0.014 0.014
H 2.47610 1.21597 -4.72522 0.113 0.024 -0.150
H 0.99107 -0.32535 -3.47738 0.033 -0.065 -0.036
H -1.01255 0.88928 -3.58598 -0.045 0.072 -0.013
H -0.42573 1.69561 -5.03461 0.061 0.034 -0.006
H -0.24388 3.16738 -3.15959 0.024 0.023 0.030
H 1.39708 2.78991 -3.63427 0.078 -0.126 0.017
H 2.74192 1.67553 -2.28401 -0.045 -0.043 -0.072
H 1.85643 0.23360 -1.70149 0.153 -0.011 -0.118
H 2.25069 1.53651 -0.58944 -0.033 0.070 -0.021
C -1.04856 -3.04988 7.88243 -0.053 -0.091 -0.131
O -2.07468 -2.88673 6.91760 0.199 0.124 0.193
C -2.76411 -1.64679 7.01812 -0.363 -0.123 -0.261
C -2.46989 -0.77412 5.81346 0.296 -0.068 0.097
N -1.09436 -0.28906 5.83729 -0.184 -0.009 -0.215
C -0.67028 0.35436 4.59785 0.230 -0.126 0.276
C -0.59839 -0.50756 3.33802 0.102 0.326 -0.203
O 0.40460 -1.50401 3.36082 -0.264 -0.091 -0.006
C 0.02224 -2.73028 3.96893 0.329 -0.039 -0.024
H -0.68075 -4.07169 7.80639 -0.051 -0.002 -0.049
H -0.21311 -2.36706 7.69601 0.015 0.043 0.143
H -1.43139 -2.89222 8.89417 0.054 0.042 0.016
H -2.53353 -1.12666 7.95173 0.145 -0.005 -0.037
H -3.83313 -1.87909 7.02399 -0.004 0.034 0.033
H -3.15114 0.08235 5.81385 0.019 0.017 -0.019
H -2.67079 -1.37417 4.91534 -0.207 -0.009 0.022
H -0.47523 -1.06790 6.02072 0.001 0.007 0.073
H 0.32880 0.75815 4.78241 0.001 0.036 -0.121
H -1.32338 1.20774 4.39466 -0.012 -0.102 0.094
H -0.32626 0.16001 2.51205 0.024 0.006 0.010
H -1.57113 -0.94069 3.07087 -0.013 -0.112 0.129
H -1.04206 -2.94072 3.84161 -0.027 0.070 0.069
H 0.28172 -2.73608 5.02972 -0.175 -0.067 0.052
H 0.59211 -3.52912 3.49282 0.001 0.046 -0.042
C 3.09743 -2.82552 1.73128 0.177 0.003 -0.029
O 4.51165 -2.88326 1.72289 -0.296 -0.023 0.062
C 5.07324 -3.26819 2.97442 0.483 0.094 -0.054
C 5.72012 -4.63509 2.87306 -0.305 -0.069 -0.143
N 4.71385 -5.68123 2.72502 0.190 0.020 0.025
C 5.26210 -6.99283 2.38300 -0.296 0.067 -0.036
C 5.95497 -7.13937 1.02974 0.103 -0.363 0.126
O 5.08523 -7.01064 -0.08244 0.127 0.215 0.045
C 4.86892 -5.68438 -0.52660 -0.179 -0.221 -0.146
H 2.77389 -2.39755 0.78229 0.065 0.005 -0.020
H 2.66216 -3.82715 1.82349 -0.126 0.044 0.080
H 2.73164 -2.18953 2.54116 -0.085 -0.042 -0.004
H 4.33215 -3.23823 3.77841 -0.098 -0.083 -0.091
H 5.84871 -2.53418 3.21146 -0.017 0.001 0.032
H 6.30421 -4.82490 3.77790 0.005 -0.030 -0.010
H 6.40799 -4.61294 2.01795 0.143 0.123 0.089
H 4.06400 -5.40946 1.99926 -0.010 0.012 0.009
H 4.42557 -7.69590 2.40359 0.068 -0.070 -0.018
H 5.95285 -7.30242 3.17303 0.050 0.050 -0.024
H 6.34694 -8.15875 0.98029 -0.022 0.004 -0.027
H 6.82188 -6.47704 0.92569 -0.094 0.141 -0.024
H 5.73912 -5.04491 -0.35987 -0.023 0.023 0.090
H 3.98752 -5.25005 -0.04569 0.082 0.181 0.034
H 4.66873 -5.72170 -1.59878 0.040 -0.052 0.003

=====

[4]
48
Properties=species:S:1:pos:R:3:forces:R:3 method="wB97M-V/def2-TZVPD" lumo_ev=-1.200 de_lowest_kcal_mol=1.9 total_charge=0 smiles="O=C(CCN1C(=O)/C(=C/c2ccccc2Cl)SC1=S)NCCc1ccc(O)cc1" homo_energy_ev=-8.5320
O -0.18169 4.11796 -3.07867 -0.172 0.035 -0.522
C 0.04223 3.78724 -1.93569 0.606 -0.426 0.295
C 0.79751 2.51309 -1.56649 -0.142 0.067 -0.178
C -0.22899 1.43494 -1.19532 -0.208 0.234 -0.316
N 0.32212 0.45355 -0.28290 -0.091 0.172 0.069
C 0.73187 -0.79320 -0.72786 0.032 -0.418 -0.559
O 0.65966 -1.14986 -1.87768 0.008 0.089 0.047
C 1.24446 -1.59671 0.39692 0.345 -0.777 0.374
C 1.68286 -2.85460 0.18448 -0.435 0.911 -0.486
C 2.21662 -3.82857 1.09756 0.227 -0.456 0.348
C 2.44210 -3.55944 2.45410 -0.046 -0.032 -0.224
C 2.95918 -4.51323 3.30458 0.040 -0.063 0.096
C 3.26951 -5.77676 2.82472 -0.050 0.119 -0.047
C 3.06041 -6.07653 1.49016 0.004 -0.022 -0.033
C 2.54271 -5.11823 0.63579 0.003 0.203 0.342
Cl 2.30294 -5.55797 -1.01661 -0.006 -0.111 -0.191
S 1.14879 -0.66878 1.87819 -0.095 0.218 -0.022
C 0.45907 0.71458 1.03856 0.055 -0.072 0.129
S 0.05131 2.10849 1.78266 0.101 -0.012 0.348
N -0.35630 4.49192 -0.85739 -0.088 0.439 0.418
C -1.28509 5.59329 -0.95919 -0.096 0.149 -0.020
C -2.56510 5.30858 -0.15966 0.142 -0.028 -0.202
C -3.08311 3.92127 -0.42700 -0.066 0.097 0.217
C -3.17130 2.99114 0.59913 -0.089 0.094 -0.173
C -3.60983 1.70037 0.35710 -0.093 -0.189 -0.086
C -3.96246 1.31646 -0.92996 0.124 0.261 0.220
O -4.38738 0.05608 -1.22094 -0.080 -0.179 -0.088
C -3.87685 2.24225 -1.96631 -0.086 -0.303 0.017
C -3.44587 3.52772 -1.71152 0.004 -0.082 0.164
H 1.45147 2.71444 -0.71644 -0.022 -0.021 -0.005
H 1.40044 2.18915 -2.41371 -0.019 0.074 0.023
H -0.55568 0.89458 -2.08548 -0.001 0.063 0.138
H -1.09703 1.88942 -0.70943 0.088 -0.123 -0.054
H 1.60912 -3.16813 -0.85170 -0.028 0.114 0.023
H 2.21082 -2.58008 2.84094 0.049 -0.017 0.106
H 3.12203 -4.27285 4.34372 0.013 0.026 0.091
H 3.67385 -6.52760 3.48567 0.037 -0.072 0.052
H 3.29844 -7.05579 1.10527 0.007 -0.065 -0.060
H -0.18940 4.11997 0.06728 0.083 -0.203 -0.145
H -1.50236 5.71157 -2.02274 0.026 0.067 0.130
H -0.81622 6.51270 -0.59212 -0.084 -0.018 -0.135
H -2.35481 5.41322 0.90682 -0.069 0.046 0.029
H -3.31644 6.05295 -0.43174 0.015 0.080 0.101
H -2.89060 3.26999 1.60471 0.024 0.045 0.078
H -3.67381 0.98891 1.17080 0.004 -0.071 0.063
H -4.43287 -0.47014 -0.41385 0.025 0.103 -0.079
H -4.15282 1.93275 -2.96119 -0.037 -0.033 -0.152
H -3.38447 4.23320 -2.52549 0.040 0.088 -0.142